ORCA calculation (wB97M-V/def2-TZVPD) on C14H24F18Mg2N3O16S6 as an isolated structure at a distorted geometry.

ORCA input file:
```
! wB97M-V def2-TZVPD RIJCOSX def2/J DEFGRID3
* xyz 1 1
Mg -2.7368 -2.2248 5.7199
Mg -2.3990 -0.4972 0.6981
C 1.9977 5.5209 0.7823
F 2.3164 6.5517 1.5195
F 1.6704 4.4691 1.5296
F 0.9326 5.8072 0.0455
S 3.4338 5.1473 -0.3685
O 3.0582 5.6868 -1.6327
O 4.6471 5.6654 0.1607
N 3.5365 3.4868 -0.6887
S 4.0301 2.6819 0.5981
O 4.1359 3.4763 1.7905
O 3.4401 1.3989 0.7985
C 5.9403 2.3260 0.2108
F 6.2519 2.9519 -0.9136
F 6.6407 2.7949 1.2070
F 6.0652 1.0367 0.0492
C -0.9478 -3.8639 1.1656
F -2.2499 -4.1588 1.1378
F -0.2777 -4.8742 1.6434
F -0.5429 -3.5188 -0.0274
S -0.6713 -2.3662 2.3126
O -1.9365 -2.2210 3.0374
O 0.4607 -2.6472 3.0605
N -0.6934 -1.1213 1.2054
S 0.7544 -0.3157 1.0836
O 1.8387 -1.1992 0.9798
O 0.5836 0.7320 0.1412
C 0.8597 0.6319 2.7087
F 0.2983 1.8064 2.5432
F 0.1675 -0.0120 3.6886
F 2.1055 0.7248 3.0764
C 1.0028 -4.8030 -2.9658
F 1.9162 -5.7467 -3.0393
F -0.2244 -5.3399 -2.9820
F 1.1300 -4.1514 -1.7966
S 1.2484 -3.5918 -4.3919
O 2.6244 -3.7783 -4.6812
O 0.2740 -3.8405 -5.3935
N 1.1536 -2.0996 -3.7071
S -0.3120 -1.7127 -3.2853
O -1.3042 -2.7425 -3.1095
O -0.2491 -0.7776 -2.1665
C -0.8832 -0.6336 -4.6957
F -2.1958 -0.3223 -4.5290
F -0.1926 0.5131 -4.6422
F -0.7516 -1.2113 -5.8527
C -4.2949 1.5241 -1.4745
C -3.1259 0.8217 -2.0814
O -2.2511 0.3059 -1.0058
H -5.0252 1.7748 -2.2458
H -4.0282 2.4928 -1.0433
H -4.8228 0.9288 -0.7207
H -2.5091 1.3989 -2.7637
H -3.4402 -0.0648 -2.6292
H -1.3265 0.2311 -1.4035
C -0.6568 3.2503 -0.9610
C 0.0171 3.0468 -2.3149
O 1.2197 3.7697 -2.4631
H -1.3227 2.4044 -0.7703
H -1.2082 4.1847 -0.8945
H 0.1170 3.1868 -0.1956
H -0.6688 3.3744 -3.1164
H 0.1973 1.9935 -2.5331
H 1.0102 4.7068 -2.5658
C 1.4252 2.4931 5.8521
C 1.8481 2.6731 7.3393
O 3.0879 2.0467 7.6071
H 2.1383 1.8797 5.3097
H 1.4188 3.5026 5.4444
H 0.4350 2.0404 5.7978
H 1.0547 2.3209 8.0125
H 1.9596 3.7254 7.5931
H 3.1222 1.2193 7.1183
C -3.8301 -6.7688 -1.3499
C -5.0501 -5.8611 -1.4079
O -5.2162 -5.1255 -0.1915
H -3.8478 -7.3564 -0.4264
H -2.8639 -6.2872 -1.4727
H -3.9484 -7.5518 -2.1080
H -5.9719 -6.4094 -1.5724
H -4.9038 -5.1783 -2.2526
H -4.6851 -4.3316 -0.1352
*
```

## Properties
calculated total energy: -176933.5246 eV
Kohn-Sham gap: 1.358 eV
LUMO energy: -9.8 eV

***

ORCA calculation (wB97M-V/def2-TZVPD) on a 3-piece molecular cluster, C14H24F2N2O5S overall at a distorted geometry.

ORCA input file:
```
! wB97M-V def2-TZVPD RIJCOSX def2/J DEFGRID3
* xyz -2 1
C -2.0587 1.0115 -3.2263
O -0.6906 0.5530 -3.1682
C -0.5167 -0.6285 -2.5141
N -0.6896 -0.4276 -1.0300
C 0.5880 0.0568 -0.4670
C 0.4738 0.5454 0.9601
C 1.6342 1.4642 1.3845
C 2.9849 1.1677 0.7621
N 3.6830 0.0752 1.4460
S -1.1226 -1.8208 -0.2479
O -0.0497 -2.7401 -0.1490
O -1.8459 -1.4987 0.9192
F -2.1295 -2.4282 -1.2334
H -2.6880 0.4172 -2.5686
H -2.0779 2.0361 -2.8809
H -2.4668 0.9687 -4.2401
H -1.1874 -1.4016 -2.8754
H 0.5061 -0.9468 -2.7060
H 1.3417 -0.7261 -0.5535
H 0.8889 0.8642 -1.1249
H -0.4329 1.1439 1.0109
H 0.2990 -0.2749 1.6387
H 1.7680 1.3692 2.4552
H 1.3512 2.4969 1.2124
H 3.6087 2.0496 0.8910
H 2.9138 1.0122 -0.3131
H 3.1245 -0.7667 1.4356
H 4.5516 -0.1013 0.9640
O -2.3431 0.0134 -8.6373
C -3.1977 0.3228 -7.6315
C -2.9392 1.6973 -6.8718
O -3.7868 1.9949 -5.8469
H -3.2262 -0.4316 -6.7858
H -4.2805 0.4019 -7.9426
H -2.9295 2.4563 -7.7030
H -1.8502 1.6208 -6.5753
F 1.6180 -0.6749 3.4093
C 1.3432 -0.8206 4.7161
C 0.3904 -0.0025 5.2881
C 0.1071 -0.1566 6.6362
C 0.7764 -1.1105 7.3893
C 1.7319 -1.9183 6.7896
C 2.0201 -1.7800 5.4407
H -0.1167 0.7351 4.6810
H -0.6425 0.4710 7.0985
H 0.5519 -1.2251 8.4411
H 2.2570 -2.6620 7.3738
H 2.7551 -2.4022 4.9492
*
```

## Properties
calculated total energy: -44389.3682 eV
Kohn-Sham gap: 0.993 eV
LUMO energy: 3.2 eV